Entry P
Formula: C3H11N2
Source: the Open Molecules 2025 dataset
Level of theory: ωB97M-V/def2-TZVPD

```
! RIJCOSX wB97M-V def2-TZVPD def2/J DEFGRID3
* xyz 0 2
H -2.233 0.703 -0.371
H -0.523 -1.747 -0.928
H -0.610 0.859 -1.001
H -0.390 -0.296 1.743
H 1.819 -0.452 -0.415
H 0.803 2.122 0.578
C 1.392 0.123 0.411
H 0.518 -1.586 1.279
N 1.116 1.449 -0.126
H -1.848 0.006 -1.807
C -0.905 -1.043 -0.198
H 1.895 1.798 -0.674
C 0.133 -0.644 0.847
H -1.776 -1.515 0.260
H 2.038 0.012 1.282
N -1.429 0.211 -0.880
*
```

Calculated values
HOMO (alpha / beta), eV: -3.17 / -10.11
<S²>: 0.75
LUMO (alpha / beta), eV: 0.90 / 0.69
Orbital gap (alpha / beta), eV: 4.069 / 10.802
Molecular weight, g mol⁻¹: 75.135


Entry Q
Formula: C3H11N2
Source: the Open Molecules 2025 dataset
Level of theory: ωB97M-V/def2-TZVPD

```
! RIJCOSX wB97M-V def2-TZVPD def2/J DEFGRID3
* xyz 0 2
C -0.231 1.838 -0.030
H -1.900 -1.802 -0.447
N 1.646 -0.472 1.521
H 1.805 0.078 2.361
C -1.160 -1.523 -1.187
H 0.563 -0.021 0.785
H -0.130 2.314 0.946
H -1.191 0.137 0.693
H 0.676 1.975 -0.618
H 2.474 -0.415 0.928
H -1.078 2.232 -0.585
H -1.112 -2.123 -2.078
H 0.388 -0.066 -1.784
C -0.358 -0.398 -1.071
N -0.366 0.384 0.150
H 1.582 -1.442 1.785
*
```

Calculated values
HOMO (alpha / beta), eV: -2.68 / -8.13
<S²>: 0.75
LUMO (alpha / beta), eV: 0.77 / 0.61
Orbital gap (alpha / beta), eV: 3.451 / 8.735
Molecular weight, g mol⁻¹: 75.135


entry P is the most stable structure; the next one sits 0.964 eV above it.


Entry P
Formula: H26NeO13
Source: the Open Molecules 2025 dataset
Level of theory: ωB97M-V/def2-TZVPD

```
! RIJCOSX wB97M-V def2-TZVPD def2/J DEFGRID3
* xyz 0 1
H 15.204 -13.475 -19.909
H 15.152 -14.977 -19.730
O 17.685 -11.499 -21.416
H 14.494 -13.265 -17.883
O 20.672 -14.219 -17.920
H 18.399 -17.181 -18.335
H 18.327 -13.002 -22.079
H 20.029 -15.049 -22.106
H 17.233 -15.157 -16.551
H 21.301 -15.837 -21.878
O 18.258 -17.883 -18.970
H 20.123 -13.446 -18.052
O 16.460 -14.674 -16.261
H 19.414 -15.327 -17.276
O 15.936 -15.604 -21.833
H 15.248 -15.108 -22.277
H 18.337 -10.925 -21.016
O 20.471 -15.861 -22.353
H 15.927 -11.897 -21.243
H 17.918 -14.047 -23.095
H 15.140 -12.378 -16.840
H 19.062 -10.913 -18.692
H 21.551 -13.936 -18.173
H 19.256 -16.342 -16.164
O 18.674 -13.722 -22.607
O 14.289 -12.696 -17.141
H 17.384 -17.715 -19.324
H 16.603 -12.847 -15.869
O 14.977 -14.154 -19.274
H 15.762 -14.963 -16.849
Ne 17.938 -14.012 -19.368
H 17.377 -12.034 -16.885
O 14.994 -11.931 -21.034
H 19.377 -11.185 -17.237
O 19.088 -11.615 -18.042
O 16.943 -11.967 -16.035
H 15.683 -16.520 -21.947
O 18.794 -15.956 -16.909
H 14.828 -11.127 -20.541
H 17.335 -10.992 -22.149
*
```

Calculated values
HOMO, eV: -10.01
LUMO, eV: -0.83
Orbital gap, eV: 9.182
Molecular weight, g mol⁻¹: 254.375


Entry Q
Formula: H26NeO13
Source: the Open Molecules 2025 dataset
Level of theory: ωB97M-V/def2-TZVPD

```
! RIJCOSX wB97M-V def2-TZVPD def2/J DEFGRID3
* xyz 0 1
H -0.739 -2.155 3.729
H 0.850 2.906 1.307
O -0.114 -2.843 3.501
H 2.575 -0.107 -2.028
H 2.697 -2.709 1.020
O -1.688 2.418 0.552
H -2.898 -0.402 -2.769
O 2.063 1.722 -1.915
H -3.120 -0.510 1.338
H -0.655 2.401 -3.069
O -3.107 0.235 1.939
O 1.724 2.899 0.916
O 2.880 -0.977 -2.287
O -3.180 0.481 -2.533
H -2.411 0.028 2.563
O -1.363 2.426 -2.424
H -2.402 1.024 -2.662
H -0.012 -2.770 2.552
H 2.517 1.269 1.184
H 2.165 -1.565 -2.041
H 0.916 -2.262 -0.447
O -0.943 -0.419 3.931
O -2.226 -2.188 -2.504
H 2.566 0.382 2.410
H 2.069 -1.366 1.326
H 0.200 -3.056 -1.518
H -1.861 3.212 -2.646
H -1.434 -1.808 -2.123
H 1.495 1.824 -2.679
H 1.568 2.742 -0.016
H -1.814 1.623 1.071
O 0.392 -2.160 -1.241
O 1.864 -2.239 0.990
H 2.924 2.013 -2.215
H -1.235 0.038 4.719
H -0.035 -0.137 3.813
H -1.903 -2.829 -3.138
H -1.407 2.102 -0.306
O 2.932 0.479 1.531
Ne 0.148 0.279 0.169
*
```

Calculated values
HOMO, eV: -10.42
LUMO, eV: -0.35
Orbital gap, eV: 10.062
Molecular weight, g mol⁻¹: 254.375


entry Q is the most stable structure; the next one sits 0.069 eV above it.


Entry P
Formula: FH3N2O2S
Source: the Open Molecules 2025 dataset
Level of theory: ωB97M-V/def2-TZVPD

```
! RIJCOSX wB97M-V def2-TZVPD def2/J DEFGRID3
* xyz 0 1
O 1.122 1.080 -0.431
H 0.173 0.924 -0.271
H -2.071 -0.351 -1.000
S 2.119 0.090 0.358
O 3.358 0.108 -0.334
N -1.819 -0.028 0.906
F 1.298 -1.352 -0.115
H -2.685 -0.554 1.139
N -1.495 0.083 -0.251
*
```

Calculated values
HOMO, eV: -10.33
LUMO, eV: 0.02
Orbital gap, eV: 10.347
Molecular weight, g mol⁻¹: 114.101


Entry Q
Formula: FH3N2O2S
Source: the Open Molecules 2025 dataset
Level of theory: ωB97M-V/def2-TZVPD

```
! RIJCOSX wB97M-V def2-TZVPD def2/J DEFGRID3
* xyz 0 1
O -2.930 -0.435 0.621
N 2.001 -0.174 -0.017
F -1.968 1.364 -0.934
H 2.239 0.242 1.829
O -1.183 -0.822 -1.055
H 1.720 0.801 -0.134
S -1.672 0.060 0.127
H -0.469 -0.528 -1.571
N 2.263 -0.508 1.133
*
```

Calculated values
HOMO, eV: -10.03
LUMO, eV: 0.19
Orbital gap, eV: 10.219
Molecular weight, g mol⁻¹: 114.101


Entry R
Formula: FH3N2O2S
Source: the Open Molecules 2025 dataset
Level of theory: ωB97M-V/def2-TZVPD

```
! RIJCOSX wB97M-V def2-TZVPD def2/J DEFGRID3
* xyz 0 1
F -2.544 0.388 -1.677
N -0.036 -0.510 0.001
H 0.709 1.018 -1.096
O -0.491 0.030 1.296
O -1.309 2.611 -1.491
H -0.724 -1.228 -0.234
S -1.526 1.406 -0.761
N -0.124 0.453 -0.981
H 0.289 -0.094 1.857
*
```

Calculated values
HOMO, eV: -10.16
LUMO, eV: 0.63
Orbital gap, eV: 10.785
Molecular weight, g mol⁻¹: 114.101


entry P is the most stable structure; the next one sits 0.423 eV above it.


Entry P
Formula: C9H10
Source: the Open Molecules 2025 dataset
Level of theory: ωB97M-V/def2-TZVPD

```
! RIJCOSX wB97M-V def2-TZVPD def2/J DEFGRID3
* xyz 0 1
H -2.310 -3.207 -1.129
C 1.040 1.205 -0.521
H 1.449 -0.268 -1.953
C 1.369 2.147 0.319
H 1.131 3.262 0.251
H -1.014 0.651 0.798
H -3.231 -1.035 0.086
H 3.154 2.403 1.460
C -0.374 -0.579 -0.843
C -2.191 -1.389 0.366
C -1.744 -2.377 -0.854
H 2.427 0.909 1.531
C -1.219 -0.265 0.224
H -2.230 -1.872 1.309
C 0.790 0.140 -1.168
H 1.817 2.338 2.472
C 2.249 1.906 1.575
H -0.377 -2.168 -2.400
C -0.734 -1.800 -1.524
*
```

Calculated values
SMILES: CC=C=CC1=CCC=C1
HOMO, eV: -7.80
LUMO, eV: 0.72
Orbital gap, eV: 8.517
Molecular weight, g mol⁻¹: 118.179


Entry Q
Formula: C9H10
Source: the Open Molecules 2025 dataset
Level of theory: ωB97M-V/def2-TZVPD

```
! RIJCOSX wB97M-V def2-TZVPD def2/J DEFGRID3
* xyz 0 1
C -2.496 0.427 -0.535
H -1.656 -1.842 -0.869
H 4.681 -2.072 0.006
H -3.574 0.621 -0.391
H -0.117 -0.877 -1.041
C -2.315 -1.108 -0.240
H -3.335 -1.693 0.166
C 2.228 1.597 -0.214
H -2.145 1.023 -1.389
H 1.563 2.494 -0.591
C 2.887 -0.633 0.164
C -0.372 0.191 1.029
C 1.768 0.333 0.026
C 0.354 -0.182 -0.074
H 3.334 1.937 0.117
H -0.192 1.057 1.630
C -1.872 -0.111 0.679
H -2.661 0.078 1.555
C 3.920 -1.240 -0.028
*
```

Calculated values
SMILES: C#CC(=C)/C=C/C1CC1
HOMO, eV: -8.99
LUMO, eV: 0.89
Orbital gap, eV: 9.875
Molecular weight, g mol⁻¹: 118.179


entry P is the most stable structure; the next one sits 3.708 eV above it.


Entry P
Formula: C3H11NO2S
Source: the Open Molecules 2025 dataset
Level of theory: ωB97M-V/def2-TZVPD

```
! RIJCOSX wB97M-V def2-TZVPD def2/J DEFGRID3
* xyz 1 2
H -0.257 -0.324 -1.265
S 2.170 -1.507 2.371
H 1.588 -2.059 0.083
C 0.390 -0.248 0.656
H -0.023 0.115 1.596
O -1.831 1.225 -1.202
H 0.256 -2.327 1.140
C -1.894 0.231 -0.222
H -1.968 0.724 0.741
C 1.067 -1.623 0.934
H 0.643 1.977 -0.781
N -0.612 -0.506 -0.325
H 2.330 -0.176 2.240
H 0.794 1.609 -2.317
O 1.264 1.861 -1.515
H 1.164 0.439 0.307
H -2.735 -0.423 -0.446
H -2.347 1.013 -1.993
*
```

Calculated values
HOMO (alpha / beta), eV: -13.69 / -13.15
<S²>: 0.76
LUMO (alpha / beta), eV: -3.17 / -8.65
Orbital gap (alpha / beta), eV: 10.523 / 4.501
Molecular weight, g mol⁻¹: 125.193


Entry Q
Formula: C3H11NO2S
Source: the Open Molecules 2025 dataset
Level of theory: ωB97M-V/def2-TZVPD

```
! RIJCOSX wB97M-V def2-TZVPD def2/J DEFGRID3
* xyz 1 2
H 1.275 -1.625 -0.903
C 0.556 -1.331 -0.156
C 0.514 2.325 -1.117
H 0.488 0.457 -2.160
N 0.555 0.133 -0.045
O 0.852 -1.946 1.028
S -1.000 2.684 -2.046
H 1.312 2.919 -1.563
H -0.398 0.438 0.195
H 0.288 2.714 -0.128
H 1.993 0.783 -1.328
O -1.665 -2.222 3.446
H -2.448 -2.559 3.001
C 0.901 0.868 -1.224
H 0.374 -1.436 1.702
H -1.253 1.462 -2.542
H -0.435 -1.631 -0.518
H -1.909 -2.034 4.357
*
```

Calculated values
HOMO (alpha / beta), eV: -14.48 / -13.48
<S²>: 0.76
LUMO (alpha / beta), eV: -3.14 / -8.94
Orbital gap (alpha / beta), eV: 11.340 / 4.543
Molecular weight, g mol⁻¹: 125.193


entry P is the most stable structure; the next one sits 0.134 eV above it.


Entry P
Formula: C5H6O2S
Source: the Open Molecules 2025 dataset
Level of theory: ωB97M-V/def2-TZVPD

```
! RIJCOSX wB97M-V def2-TZVPD def2/J DEFGRID3
* xyz 0 1
H -0.394 1.950 -0.142
H 1.993 -1.599 -0.800
C 0.433 -0.214 -1.947
C -0.428 0.794 -0.110
H -1.566 -0.758 2.582
C 0.785 -0.073 0.229
O -1.456 0.168 0.714
H -1.038 0.867 2.733
H 0.080 -1.035 -2.613
C -0.916 0.024 2.056
S 0.858 -0.398 1.928
O -0.639 0.459 -1.375
H 1.041 0.495 -2.427
C 1.246 -0.682 -0.827
*
```

Calculated values
SMILES: C1=C2SCO[C@@H]2OC1
HOMO, eV: -8.53
LUMO, eV: 0.88
Orbital gap, eV: 9.409
Molecular weight, g mol⁻¹: 130.168


Entry Q
Formula: C5H6O2S
Source: the Open Molecules 2025 dataset
Level of theory: ωB97M-V/def2-TZVPD

```
! RIJCOSX wB97M-V def2-TZVPD def2/J DEFGRID3
* xyz 0 1
S 0.600 -1.914 -0.931
C 0.666 1.921 0.263
O -1.553 -0.590 -0.074
C 0.734 -0.314 -0.246
H -1.827 -2.260 -1.214
O -0.536 1.330 0.781
H -1.298 -2.596 0.442
H 0.414 2.742 -0.410
H -0.414 -0.544 1.631
H 1.224 2.383 1.092
C -1.198 -1.901 -0.410
C -0.455 -0.037 0.638
H 2.249 0.969 -1.105
C 1.394 0.811 -0.457
*
```

Calculated values
SMILES: C1=C2SCO[C@@H]2OC1
HOMO, eV: -8.62
LUMO, eV: 0.83
Orbital gap, eV: 9.447
Molecular weight, g mol⁻¹: 130.168


entry Q is the most stable structure; the next one sits 1.057 eV above it.